20
Properties=species:S:1:pos:R:3:forces:R:3 method="wB97M-V/def2-TZVPD" e_tot_ev=-21900.013 de_lowest_ev=2.476 orbital_gap_ev=9.779 e_lumo_ev=0.6 total_charge=0
C 1.70877 -0.24707 0.32877 -1.59 1.17 -0.18
C 0.43149 0.68353 0.23481 0.25 -0.15 -1.01
C 0.90307 2.15503 -0.02898 -2.09 -0.53 -0.16
C -0.49964 0.16133 -0.86349 0.13 -5.26 4.91
C -1.96174 -0.30719 0.24349 3.61 0.57 -4.19
C -2.23438 -1.80152 0.24771 -0.66 0.74 -3.87
Cl -3.26257 0.82710 -0.14482 -0.28 -0.37 0.17
N -1.40426 0.03644 1.45970 0.66 1.22 3.01
N -0.29004 0.55077 1.55473 -0.33 -0.32 -0.81
H 2.28568 -0.01726 -0.54300 0.47 0.12 -0.67
H 1.32640 -1.27539 0.15926 0.80 0.33 1.12
H 2.31910 0.08558 1.18656 -0.39 -1.07 -0.02
H 1.35174 2.10172 -1.00776 0.69 0.05 -0.23
H 1.67302 2.31914 0.75780 -0.87 1.04 -0.58
H -0.02675 2.88017 -0.27697 2.21 -1.32 1.57
H -0.73992 0.82521 -1.55091 -1.40 2.97 -3.19
H -0.03271 -0.80207 -1.29636 -1.15 1.51 0.38
H -1.33301 -2.30939 -0.19901 -0.85 0.16 1.42
H -3.04779 -2.02346 -0.50921 0.78 0.28 0.79
H -2.64003 -1.99867 1.19055 0.00 -1.14 1.53